12 unconnected molecules or ions with the total composition C87H190N14O12 in a non-equilibrium geometry, computed with ωB97M-V/def2-TZVPD.

Atoms and positions in Å:
C: -2.18425 6.40143 1.88730
C: -1.09360 5.64480 2.61191
C: -0.54782 4.41202 1.75313
C: 0.01747 6.61008 2.95197
C: 1.08279 6.01279 3.86284
C: 0.34714 5.48659 5.17008
C: -0.76547 4.46879 4.93289
C: -0.11104 3.13939 4.57786
C: -1.61790 4.29503 6.25281
N: -1.66961 5.12177 3.86391
O: -2.88556 4.34370 3.68963
H: -1.78066 6.96553 1.06300
H: -3.06691 5.82803 1.55072
H: -2.49611 7.07116 2.70079
H: 0.33475 3.86114 2.02957
H: -1.42565 3.74671 1.73147
H: -0.43140 4.81146 0.74888
H: 0.45334 6.99031 2.00559
H: -0.57889 7.40832 3.42771
H: 1.63425 5.17263 3.46139
H: 1.87671 6.73334 4.12098
H: 0.06671 6.35339 5.67668
H: 1.15621 5.03058 5.78453
H: -0.80501 2.48389 4.14351
H: 0.12840 2.76090 5.57767
H: 0.77501 3.29484 4.03884
H: -0.89234 4.38256 7.06044
H: -2.03599 3.30620 6.34811
H: -2.47781 5.00800 6.43489
H: -2.70044 3.49234 3.30694
C: -6.34729 2.41925 0.09871
C: -5.79960 2.29350 -1.33021
C: -5.52800 0.79347 -1.74925
C: -6.96698 2.83229 -2.21921
C: -6.66445 2.96512 -3.72970
C: -5.58280 4.02058 -3.83268
C: -4.33330 3.62808 -2.99841
C: -3.60432 2.52674 -3.73646
C: -3.43418 4.85130 -2.78398
N: -4.71820 3.23462 -1.59364
O: -3.63256 2.75799 -0.81312
H: -7.45330 2.17517 0.01418
H: -5.93595 1.71272 0.88339
H: -6.26983 3.42967 0.53152
H: -5.64018 0.63530 -2.80487
H: -4.43364 0.55251 -1.53557
H: -6.20159 0.12431 -1.23383
H: -7.74162 2.07004 -2.05214
H: -7.38835 3.72614 -1.73679
H: -6.41804 2.01217 -4.13721
H: -7.62034 3.23229 -4.28047
H: -5.95475 4.99382 -3.39147
H: -5.20709 4.12235 -4.85484
H: -2.95263 1.94220 -3.06054
H: -2.99611 2.94565 -4.52079
H: -4.29806 1.82754 -4.17491
H: -2.75775 4.66924 -1.92508
H: -4.02994 5.69685 -2.60177
H: -2.82659 5.04546 -3.66730
H: -3.29652 3.53369 -0.38041
C: -5.90932 1.66905 4.14201
C: -4.62504 0.84687 3.99229
C: -3.89796 1.56456 2.80731
C: -3.86607 0.98063 5.34976
C: -2.72555 0.00118 5.42011
C: -3.21239 -1.40683 5.33909
C: -3.92313 -1.61100 4.09242
C: -2.98635 -1.40324 2.87964
C: -4.69225 -2.98264 3.90797
N: -5.00522 -0.59717 3.98251
O: -5.65684 -0.82535 2.67752
H: -6.41807 1.63825 3.24622
H: -6.47381 1.36606 5.05758
H: -5.55259 2.73334 4.32573
H: -4.12691 1.14734 1.83966
H: -4.30514 2.56006 2.77447
H: -2.81923 1.53101 2.78550
H: -3.47629 2.04029 5.36585
H: -4.67712 0.90672 6.08601
H: -1.96423 0.25490 4.71239
H: -2.22464 0.12108 6.40678
H: -3.91037 -1.62037 6.13073
H: -2.31341 -1.97673 5.51107
H: -3.60705 -1.35021 1.97260
H: -2.34432 -2.26110 2.60346
H: -2.31367 -0.48933 2.88832
H: -5.55864 -2.97378 4.57774
H: -4.02404 -3.83094 4.05791
H: -5.17032 -3.23031 2.94251
H: -6.61351 -0.84971 2.87557
C: 4.42389 -3.36027 3.77792
C: 4.69967 -2.12581 4.72500
C: 5.93815 -2.35113 5.57666
C: 4.93138 -0.92511 3.81812
C: 3.66330 -0.35554 3.13772
C: 2.66964 0.00869 4.22116
C: 2.33175 -1.24303 5.10906
C: 1.57406 -0.75124 6.35303
C: 1.43907 -2.30195 4.42694
N: 3.55951 -1.78550 5.60493
O: 3.36843 -2.65425 6.69851
H: 3.98989 -4.21680 4.30349
H: 3.82170 -3.02877 2.92296
H: 5.40912 -3.66763 3.34599
H: 6.11592 -1.55750 6.30679
H: 5.88932 -3.30952 6.06478
H: 6.85574 -2.42776 4.89400
H: 5.29002 -0.09980 4.46516
H: 5.71847 -1.21707 3.08843
H: 3.91474 0.63579 2.62107
H: 3.19289 -0.93811 2.35477
H: 1.71876 0.39142 3.76979
H: 3.17338 0.72869 4.93453
H: 1.16810 -1.55465 7.01121
H: 0.71946 -0.15240 6.04624
H: 2.23933 -0.17103 6.98392
H: 1.83653 -2.53812 3.46876
H: 0.41526 -2.00743 4.28319
H: 1.39957 -3.18788 5.08505
H: 2.92632 -3.40512 6.33035
C: 2.94842 -0.52452 -8.76965
C: 2.35492 -0.97171 -7.42545
C: 1.80401 -2.40143 -7.71327
C: 3.47063 -0.92790 -6.41119
C: 2.89096 -1.05125 -4.97059
C: 1.73520 -0.04013 -4.76065
C: 0.65557 0.00575 -5.84604
C: -0.22269 -1.22129 -5.67756
C: -0.17254 1.20763 -5.55270
N: 1.28157 0.08476 -7.17097
O: 0.19238 -0.13640 -8.08423
H: 2.14312 -0.58229 -9.51854
H: 3.40924 0.44280 -8.75386
H: 3.75764 -1.22958 -9.03192
H: 2.70506 -2.90530 -8.10443
H: 1.25599 -2.91723 -6.98973
H: 1.18068 -2.30242 -8.57753
H: 4.18889 -1.70906 -6.56194
H: 4.00390 -0.01746 -6.61208
H: 2.50329 -2.11623 -4.81914
H: 3.73005 -0.85858 -4.28786
H: 2.14682 1.00358 -4.76602
H: 1.26875 -0.21727 -3.80430
H: 0.42384 -2.11664 -5.52995
H: -0.99162 -1.40109 -6.48989
H: -0.81674 -1.14900 -4.77922
H: -0.28273 1.14338 -4.42512
H: -1.14758 0.99252 -6.06083
H: 0.15935 2.18456 -5.87505
H: 0.02286 0.72714 -8.45314
C: -0.56089 1.48092 -0.68003
C: -0.26324 0.02714 -0.13255
C: 0.30067 0.21358 1.37847
C: -1.67586 -0.76431 -0.19762
C: -1.49844 -2.25238 -0.05898
C: -0.40179 -2.67090 -1.07566
C: 0.93049 -2.03372 -0.74979
C: 1.50226 -2.51089 0.63854
C: 1.90177 -2.52093 -1.95795
N: 0.79197 -0.60100 -1.00109
O: 2.04424 0.05905 -0.85156
H: -1.64455 1.71216 -0.58758
H: -0.05586 2.25014 -0.17757
H: -0.24384 1.53891 -1.73319
H: 0.24309 -0.71155 1.97842
H: 1.31013 0.52456 1.19281
H: -0.24745 0.99941 1.93353
H: -2.27427 -0.17483 0.51882
H: -2.14221 -0.51735 -1.14180
H: -1.16448 -2.46318 0.91876
H: -2.43305 -2.80585 -0.16721
H: -0.75224 -2.44921 -2.05949
H: -0.23190 -3.77761 -1.08610
H: 0.80658 -2.62007 1.46352
H: 2.33747 -1.84315 1.03378
H: 2.01470 -3.46340 0.50899
H: 1.81968 -3.57972 -2.17036
H: 2.93050 -2.31706 -1.77155
H: 1.58971 -1.98161 -2.82132
H: 1.97630 0.80387 -1.49365
C: -1.82823 -4.04182 -4.19934
C: -3.29568 -4.16618 -4.72092
C: -4.09055 -2.97863 -4.21549
C: -3.24207 -4.21040 -6.25370
C: -2.73946 -5.58572 -6.78969
C: -3.61623 -6.63575 -6.18087
C: -3.58110 -6.65448 -4.66276
C: -4.52471 -7.65414 -4.12921
C: -2.11901 -6.99865 -4.14885
N: -4.05843 -5.33334 -4.22043
O: -3.94224 -5.31232 -2.76005
H: -1.62680 -4.18235 -3.06720
H: -1.13333 -4.54962 -4.86530
H: -1.59633 -3.01884 -4.33666
H: -5.19351 -3.02895 -4.43078
H: -3.85858 -2.87302 -3.16936
H: -3.72644 -2.00384 -4.64453
H: -4.19568 -4.10178 -6.71827
H: -2.53639 -3.45751 -6.55255
H: -2.75172 -5.64752 -7.87284
H: -1.65276 -5.67094 -6.53904
H: -3.41717 -7.65642 -6.47477
H: -4.67327 -6.45245 -6.48818
H: -4.26386 -8.69553 -4.47066
H: -5.53643 -7.42466 -4.48802
H: -4.53192 -7.63467 -3.10694
H: -1.89906 -8.03916 -4.28554
H: -2.12237 -6.64095 -3.12537
H: -1.32152 -6.52963 -4.77224
H: -4.71636 -4.88670 -2.37475
C: -0.38114 -8.01236 1.07623
C: -0.93920 -6.93245 2.05468
C: 0.24453 -5.94771 2.27348
C: -2.07529 -6.15642 1.39689
C: -2.92721 -5.39950 2.44586
C: -3.39133 -6.27406 3.57049
C: -2.16646 -6.95971 4.26835
C: -1.41382 -5.82477 5.17448
C: -2.68293 -8.11740 5.17758
N: -1.42363 -7.64049 3.20359
O: -0.34028 -8.33186 3.82265
H: 0.52051 -8.42548 1.46596
H: -0.14726 -7.48560 0.12715
H: -1.07715 -8.75306 0.88066
H: 0.71665 -5.68321 1.33703
H: 1.03382 -6.36361 2.92961
H: -0.08771 -4.97442 2.61712
H: -1.56794 -5.46557 0.66636
H: -2.72901 -6.87474 0.88465
H: -3.78376 -4.97642 1.91782
H: -2.31155 -4.59365 2.86849
H: -3.98478 -7.09217 3.22462
H: -3.99288 -5.63815 4.21133
H: -1.59318 -4.84668 4.68743
H: -1.80810 -5.74456 6.16949
H: -0.33711 -5.96386 5.22570
H: -3.67002 -7.86199 5.49719
H: -2.81380 -9.02224 4.60435
H: -2.07549 -8.30419 6.07353
H: -0.52479 -9.29033 3.73247
C: 4.38641 7.76570 2.42953
C: 5.11305 6.54242 1.80010
C: 5.95450 7.03019 0.59352
C: 5.99415 5.90185 2.87962
C: 6.45009 4.51726 2.47939
C: 5.21147 3.67791 2.16925
C: 4.36051 4.29666 1.10573
C: 5.03431 4.11617 -0.30689
C: 2.96915 3.51786 1.02213
N: 4.07272 5.65722 1.44160
O: 3.22847 6.18856 0.43493
H: 3.74639 8.23760 1.62150
H: 3.76802 7.48460 3.26199
H: 5.08799 8.59327 2.67855
H: 5.31258 7.08660 -0.27720
H: 6.34434 7.98590 0.91350
H: 6.75283 6.41220 0.37104
H: 6.79344 6.64049 3.00121
H: 5.49561 5.80634 3.83465
H: 7.21072 4.53117 1.75070
H: 6.97119 4.05117 3.32109
H: 4.51388 3.54960 3.00321
H: 5.45482 2.66368 1.89556
H: 5.06267 3.02487 -0.62239
H: 6.10201 4.43631 -0.10274
H: 4.68169 4.70820 -1.11107
H: 2.28443 4.17682 0.51474
H: 2.67447 3.41354 2.03415
H: 2.93239 2.55225 0.49004
H: 3.56376 6.01134 -0.47370
C: 4.46440 6.35419 -3.78072
O: 3.57014 5.59389 -3.07623
C: 2.95370 4.60513 -4.00295
C: 1.98456 3.69876 -3.28875
C: 0.99154 4.54337 -2.43014
N: 2.56131 2.60825 -2.44768
H: 5.01813 5.81574 -4.55737
H: 5.18641 6.89919 -3.16363
H: 3.91578 7.11936 -4.38581
H: 2.42092 5.26850 -4.68532
H: 3.72748 4.10273 -4.53038
H: 1.40277 3.16030 -4.07763
H: 0.69276 5.36654 -3.08525
H: 1.47372 4.88451 -1.50742
H: 0.29402 3.81225 -2.02033
H: 3.14102 3.06605 -1.73680
H: 3.09879 1.97582 -3.02728
N: 4.80565 -1.05322 0.03798
C: 5.84863 -1.68048 -0.59493
N: 5.70144 -2.14889 -1.89130
O: 6.91666 -1.72509 -0.07014
H: 4.06947 -0.80265 -0.60147
H: 5.16882 -0.34503 0.64798
H: 6.52960 -2.50288 -2.33737
H: 4.91335 -1.75548 -2.43123
N: 7.07177 0.60502 -2.75210
C: 5.98468 1.05828 -3.40532
N: 6.17412 1.72238 -4.52325
O: 4.87742 0.72190 -2.99831
H: 8.02146 0.82215 -2.76924
H: 6.81794 -0.22205 -2.26222
H: 7.04645 2.23517 -4.59495
H: 5.36769 2.30317 -4.78230

HOMO-LUMO gap, eV: 8.077
SMILES: CC1(C)CCCC(C)(C)N1O.CC1(C)CCCC(C)(C)N1O.CC1(C)CCCC(C)(C)N1O.CC1(C)CCCC(C)(C)N1O.CC1(C)CCCC(C)(C)N1O.CC1(C)CCCC(C)(C)N1O.CC1(C)CCCC(C)(C)N1O.CC1(C)CCCC(C)(C)N1O.CC1(C)CCCC(C)(C)N1O.COC[C@H](C)N.NC(N)=O.NC(N)=O
LUMO energy, eV: 0.048
Highest occupied orbital energy, eV: -8.029

Results of the Löwdin charge analysis, in e, for atoms 1 through 6: -0.03, -0.53, 0.00, -0.14, -0.14, -0.13

=====

A gas-phase ion, C7H13N5O (charge +2) in a non-equilibrium geometry, computed with ωB97M-V/def2-TZVPD.

Atoms and positions in Å:
C: 1.16282 2.44940 -0.35726
C: 0.60895 1.43804 -1.00216
C: -0.85663 1.05450 -1.08885
C: -1.22816 -0.31491 -0.60558
N: -2.70895 -0.51245 -0.28061
C: -0.58190 -1.56653 -0.69902
O: -1.21795 -2.59406 -0.57659
N: 0.86902 -1.61005 -0.72556
C: 1.61804 -1.26736 0.34588
N: 2.79732 -1.82254 0.44506
N: 1.19811 -0.35669 1.24035
C: 0.06462 0.13699 1.48817
N: -0.42553 0.98881 2.31034
H: 2.19505 2.52905 -0.46266
H: 0.53809 3.27244 -0.09847
H: 1.13492 0.74521 -1.64212
H: -1.33233 1.92459 -0.59474
H: -1.15191 1.10492 -2.06728
H: -3.06791 0.02052 0.47830
H: -2.79136 -1.50495 -0.07044
H: -3.16002 -0.37841 -1.15775
H: 1.25538 -2.36619 -1.22380
H: 3.50597 -1.30278 0.96805
H: 3.09268 -2.59140 -0.11857
H: -1.15727 1.66900 2.17824
H: -0.36104 0.85485 3.31709

HOMO-LUMO gap (spin up / spin down), eV: 7.374 / 7.399
SMILES: C=CC/C([NH3+])=C(/[O-])NC(=[NH2+])N=C=[NH2+]
LUMO energy (spin up / spin down), eV: -9.099 / -9.086
Charge: +2
Energy relative to the best compared isomer or geometry (same formula, charge and spin), kJ/mol: 386.7
Highest occupied orbital energy (spin up / spin down), eV: -16.473 / -16.485

Results of the Löwdin charge analysis, in e, for atoms 1 through 6: 0.06, -0.19, -0.15, -0.12, 0.29, -0.40

=====

C2H3NO2S2 in the gas phase in a non-equilibrium geometry, computed with ωB97M-V/def2-TZVPD.

Atoms and positions in Å:
C: 1.79978 0.05460 0.08767
C: 0.42060 -0.11173 -0.48914
O: -0.13173 0.55733 -1.29969
S: -0.64100 -1.61313 0.15973
S: -2.59286 -0.92467 -0.03436
N: -2.95404 0.58844 0.23732
O: -2.32936 1.50467 0.72750
H: 1.95493 -0.32495 1.15480
H: 2.07160 1.01567 -0.19046
H: 2.40207 -0.74625 -0.35338

HOMO-LUMO gap, eV: 8.818
SMILES: CC(=O)SSN=O
LUMO energy, eV: -0.410
Energy relative to the best compared isomer or geometry (same formula, charge and spin), kJ/mol: 284.7
Highest occupied orbital energy, eV: -9.228

Results of the Löwdin charge analysis, in e, for atoms 1 through 6: -0.05, -0.69, 0.03, 0.48, 0.60, -0.55

=====

C5H7NO in the gas phase, computed with ωB97M-V/def2-TZVPD.

Atoms and positions in Å:
O: 1.47782 2.09696 -0.57623
C: 0.82653 1.19246 -0.08658
C: 1.41015 -0.14794 0.35286
C: 0.56233 -1.25180 -0.24345
C: -0.75957 -1.12438 -0.22768
C: -1.41887 0.14556 0.24862
N: -0.53214 1.29407 0.08318
H: 1.36880 -0.22004 1.45170
H: 2.46412 -0.19175 0.06776
H: 1.01245 -2.13711 -0.69259
H: -1.39433 -1.90476 -0.63484
H: -1.80358 0.07575 1.28169
H: -2.30182 0.31674 -0.37333
H: -0.90932 2.08355 -0.42218

HOMO-LUMO gap, eV: 10.253
SMILES: O=C1CC=CCN1
LUMO energy, eV: 0.888
Energy relative to the best compared isomer or geometry (same formula, charge and spin), kJ/mol: 25.6
Highest occupied orbital energy, eV: -9.364

Results of the Löwdin charge analysis, in e, for atoms 1 through 6: 0.05, -0.49, -0.09, -0.09, -0.10, -0.18